10 unconnected molecules or ions with the total composition C10H40N8O10. Source: OMol25; level of theory: the ωB97M-V functional and the def2-TZVPD basis.

The geometry in XYZ format:
```
68
Properties=species:S:1:pos:R:3:forces:R:3:nbo_charge:R:1
C 0.111 2.135 3.167 2.35 -2.63 7.32 0.74
O 0.693 1.772 4.381 -2.00 1.77 -5.82 -0.78
N -1.093 1.774 2.896 -2.64 -2.97 3.58 -0.85
N 0.721 2.779 2.237 4.88 2.69 -2.44 -0.84
H -1.317 0.963 3.600 -0.40 1.94 -1.56 0.44
H -1.422 1.667 1.981 -0.69 -0.01 -1.47 0.41
H 1.772 2.801 2.426 -2.26 0.71 -0.85 0.42
H 0.250 3.280 1.451 0.96 -0.93 1.27 0.40
C 3.715 1.383 -1.662 -5.65 4.03 5.60 0.76
O 3.100 2.401 -0.892 3.24 -4.64 -4.06 -0.79
N 3.224 0.152 -1.596 0.38 -2.14 0.43 -0.84
N 4.626 1.548 -2.540 3.01 -1.33 -2.78 -0.78
H 2.541 -0.034 -0.864 0.14 -0.08 -0.40 0.45
H 3.853 -0.639 -1.851 -0.97 0.97 0.34 0.38
H 5.026 2.416 -2.620 1.10 2.29 -0.18 0.41
H 5.140 0.764 -2.997 -0.96 1.08 0.74 0.40
C -1.357 -1.057 -2.815 -4.84 -5.44 3.96 0.74
O -1.983 -2.207 -2.249 3.16 5.26 -3.21 -0.80
N -0.198 -1.132 -3.401 2.38 -3.38 -1.22 -0.83
N -1.867 0.125 -2.639 -0.96 2.46 -0.23 -0.84
H 0.133 -2.109 -3.550 -0.21 1.40 0.24 0.43
H 0.387 -0.372 -3.648 0.16 0.59 -0.38 0.40
H -2.787 0.209 -2.202 0.79 -0.50 -0.10 0.41
H -1.396 1.044 -2.944 -0.99 -1.73 0.59 0.43
C -3.705 1.236 -0.259 4.30 0.87 6.32 0.76
O -2.965 1.212 0.958 -4.07 0.08 -6.61 -0.77
N -3.788 2.326 -1.004 1.07 5.05 -1.67 -0.85
N -4.322 0.253 -0.818 -1.82 -5.32 -0.13 -0.83
H -3.304 3.207 -0.592 -1.40 -2.28 -1.20 0.42
H -4.146 2.364 -2.038 0.97 -0.20 3.09 0.41
H -4.296 -0.732 -0.434 0.43 1.46 -0.16 0.47
H -4.971 0.360 -1.595 0.36 0.29 0.48 0.40
C 1.274 -3.531 0.736 0.82 -0.36 -0.18 -0.24
O 0.280 -3.086 -0.088 -2.63 -1.81 -0.55 -0.76
H 2.145 -3.680 0.052 0.09 -0.56 1.28 0.15
H 0.939 -4.397 1.344 0.39 0.02 -0.87 0.18
H 1.458 -2.786 1.476 0.85 0.77 0.76 0.15
H 0.413 -2.185 -0.332 0.52 0.92 -0.11 0.48
C -1.010 -1.344 3.405 0.83 -1.34 -2.85 -0.26
O -1.764 -0.562 4.211 -1.05 1.58 1.85 -0.70
H -1.406 -1.368 2.382 0.01 0.29 -0.13 0.18
H -1.094 -2.369 3.677 0.50 -1.11 0.66 0.16
H 0.035 -1.022 3.303 -0.29 0.06 0.66 0.19
H -2.683 -0.628 3.947 -0.17 0.00 -0.03 0.48
C -2.778 -3.584 0.607 -3.55 1.24 0.50 -0.24
O -2.911 -2.169 0.298 -0.34 -1.01 1.74 -0.78
H -3.581 -3.749 1.385 0.85 -0.23 -0.80 0.16
H -1.852 -3.853 1.006 1.62 -0.22 0.41 0.18
H -3.028 -4.126 -0.301 0.16 -0.41 0.07 0.18
H -2.361 -2.123 -0.460 0.96 0.69 -1.95 0.50
C 3.955 0.035 1.872 1.20 1.28 -0.92 -0.25
O 4.686 1.254 1.701 -0.04 0.67 -0.25 -0.73
H 3.036 0.349 2.318 -0.89 -0.90 0.40 0.18
H 4.618 -0.525 2.487 -0.13 -0.95 0.86 0.18
H 3.886 -0.476 0.902 -0.51 0.02 0.26 0.14
H 4.040 1.975 1.685 0.45 -0.22 -0.35 0.47
C 0.218 0.069 0.384 -1.21 -0.28 -0.25 -0.26
O 0.834 -0.673 -0.639 1.35 -0.21 -0.23 -0.77
H -0.705 -0.461 0.590 -0.70 0.69 0.15 0.21
H 0.125 1.082 0.021 -0.43 0.40 0.40 0.17
H 0.764 0.028 1.301 0.88 0.05 0.30 0.20
H 0.279 -0.689 -1.419 -0.13 0.17 -0.18 0.49
C 0.601 2.332 -2.658 2.21 -0.96 0.10 -0.26
O -0.760 2.378 -2.915 -1.07 2.90 -0.47 -0.72
H 1.325 2.838 -3.322 -0.92 0.38 -0.11 0.19
H 0.961 1.293 -2.694 -0.36 0.11 0.22 0.16
H 0.756 2.670 -1.666 0.69 0.28 0.93 0.21
H -1.091 3.214 -2.492 0.19 -1.34 -0.80 0.50
```
Positions in Å, forces in eV/Å.

Results
SMILES string: NC(N)=O.NC(N)=O.NC(N)=O.NC(N)=O.CO.CO.CO.CO.CO.CO
Orbital gap, eV: 7.77
Relative energy (zero: lowest compared OMol25 entry of this formula, charge and spin), kJ/mol: 613.6
Charge: 0
E_LUMO, hartree: -0.0150
DFT total energy, hartree: -1595.28791
Molar mass, g/mol: 432.48
Highest occupied orbital energy, eV: -8.18